Entry 1:
Molecular formula: C5H9N3
Method: DFT, ωB97M-V/def2-TZVPD

Computed properties:
Relative energy (zero: lowest compared OMol25 entry of this formula, charge and spin) in eV: 1.580
Gap between HOMO and LUMO in eV: 9.98
2S+1: 1
SMILES: C/C=C(/CN)NC#N

Geometry (Å):
C1 -0.9958 -1.2966 -1.7276
C2 -0.8274 -0.9708 -0.2841
C3 0.1499 -0.2321 0.2505
C4 0.3233 -0.0321 1.7475
N1 0.3731 1.3621 2.1541
N2 1.2226 0.3398 -0.5014
C5 0.7352 1.4666 -1.0912
N3 0.5027 2.4919 -1.5542
H1 -0.8376 -2.3664 -1.8880
H2 -0.3062 -0.7464 -2.3610
H3 -2.0118 -1.0560 -2.0428
H4 -1.5850 -1.3636 0.3799
H5 -0.4968 -0.5234 2.2769
H6 1.2609 -0.5009 2.0700
H7 -0.4952 1.8289 1.9204
H8 1.1153 1.8425 1.6573
H9 1.8727 -0.2437 -1.0062

Entry 2:
Molecular formula: C5H9N3
Method: DFT, ωB97M-V/def2-TZVPD

Computed properties:
Relative energy (zero: lowest compared OMol25 entry of this formula, charge and spin) in eV: 1.571
Gap between HOMO and LUMO in eV: 9.25
2S+1: 1
SMILES: N#CCNC/C=C/N

Geometry (Å):
N1 -2.9960 1.5442 -3.2756
C1 -2.4697 1.0492 -2.3900
C2 -1.8018 0.4280 -1.2632
N2 -0.3610 0.4627 -1.4567
C3 0.4956 0.7299 -0.3134
C4 0.9627 -0.4651 0.4805
C5 1.1982 -0.4528 1.7920
N3 1.6130 -1.5383 2.5387
H1 -2.2165 -0.5861 -1.1342
H2 -2.0570 1.0098 -0.3688
H3 -0.0385 -0.3477 -1.9668
H4 -0.0107 1.4431 0.3406
H5 1.3837 1.2357 -0.7208
H6 1.1986 -1.3481 -0.1001
H7 0.9732 0.4265 2.3799
H8 2.0929 -2.2640 2.0286
H9 2.0336 -1.3271 3.4293

Entry 3:
Molecular formula: C5H9N3
Method: DFT, ωB97M-V/def2-TZVPD

Computed properties:
Relative energy (zero: lowest compared OMol25 entry of this formula, charge and spin) in eV: 8.235
Gap between HOMO and LUMO in eV: 10.19
2S+1: 1

Geometry (Å):
C1 -0.0313 0.5201 -0.0207
C2 1.3328 0.2425 0.6767
C3 1.3236 -1.0524 -0.1297
C4 -0.2226 -0.9437 -0.1146
C5 -1.4074 0.7478 0.7103
H1 0.6698 2.3281 -0.4970
H2 -0.6186 1.6409 -1.6018
H3 1.2783 0.0109 1.5769
H4 2.2007 0.8813 0.4528
H5 1.9444 -1.9966 -0.0244
H6 1.4811 -1.0308 -1.2651
H7 -0.4044 -1.4715 0.9418
H8 -2.2795 -1.6523 -0.5479
H9 -1.9171 1.3427 1.7570
N1 0.4132 1.2824 -1.1810
N2 -1.5108 -0.8564 -0.8577
N3 -2.2522 0.0072 0.1246

Entry 4:
Molecular formula: C5H9N3O
Method: DFT, ωB97M-V/def2-TZVPD

Computed properties:
Relative energy (zero: lowest compared OMol25 entry of this formula, charge and spin) in eV: 1.579
Gap between HOMO and LUMO in eV: 8.51
2S+1: 1

Geometry (Å):
C1 0.2660 0.5166 0.0421
C2 -0.4676 0.9563 1.2949
C3 1.3102 1.5243 -0.4045
N1 0.7994 -0.8375 0.0916
C4 -0.8032 0.2806 -1.5621
C5 -0.2788 -1.4526 -0.4677
N2 -0.8216 -2.5572 0.0803
N3 -0.7821 -1.0203 -1.6601
O1 -1.2528 1.2429 -2.0824
H1 1.2244 -1.2083 0.9334
H2 -1.5246 -3.0476 -0.4462
H3 -0.4124 -2.9827 0.8935
H4 -1.2265 0.2323 1.5970
H5 0.2234 1.0982 2.1352
H6 -0.9698 1.9055 1.1087
H7 2.0237 1.7340 0.4007
H8 1.8594 1.1532 -1.2684
H9 0.8330 2.4627 -0.6861

Entry 5:
Molecular formula: C5H9N3O
Method: DFT, ωB97M-V/def2-TZVPD

Computed properties:
Relative energy (zero: lowest compared OMol25 entry of this formula, charge and spin) in eV: 3.046
Gap between HOMO and LUMO in eV: 9.80
2S+1: 1
SMILES: C=C(C)N(C=O)/C=N/N

Geometry (Å):
C1 0.2948 1.7093 -0.7006
C2 0.9476 0.6838 -0.0624
C3 2.3347 0.8053 0.5191
N1 0.3260 -0.5537 0.0775
C4 0.8607 -1.7732 -0.1708
O1 1.9828 -2.0102 -0.5070
C5 -1.0482 -0.6873 0.3039
N2 -1.9518 0.1314 0.0284
N3 -3.2729 -0.4608 0.0159
H1 0.7316 2.7604 -0.7508
H2 -0.6877 1.5034 -1.0906
H3 2.6599 1.8591 0.5579
H4 3.0539 0.2341 0.0246
H5 2.3387 0.3731 1.4863
H6 0.0994 -2.5073 -0.0096
H7 -1.2798 -1.6888 0.7132
H8 -3.8742 0.1680 0.5271
H9 -3.5155 -0.5466 -0.9620

Entry 6:
Molecular formula: C5H9N3O2
Method: DFT, ωB97M-V/def2-TZVPD

Computed properties:
Relative energy (zero: lowest compared OMol25 entry of this formula, charge and spin) in eV: 7.001
Gap between HOMO and LUMO (spin up / spin down) in eV: 5.96 / 5.96
2S+1: 1

Geometry (Å):
C1 1.1055 0.9843 -0.7686
C2 1.6578 -0.2994 -0.6420
C3 -0.9688 0.0498 -0.3898
C4 -0.6205 2.2440 0.4603
C5 1.4052 -2.3900 0.3343
N1 -3.1684 -0.8096 0.0314
N2 -0.1737 1.0887 -0.3343
N3 0.8857 -1.2404 -0.2766
O1 -4.1789 -0.4821 0.5531
O2 -2.1092 0.1754 0.3464
H1 1.7208 1.8355 -1.0715
H2 2.7191 -0.1554 -0.5961
H3 -0.8704 -0.5223 -1.2226
H4 -0.4902 3.1962 -0.0224
H5 -1.6319 2.2126 0.7088
H6 0.0267 2.3120 1.3915
H7 1.4491 -2.4696 1.3618
H8 0.7646 -3.2112 -0.0090
H9 2.4776 -2.5182 0.1453

Entry 7:
Molecular formula: C5H9N3O3
Method: DFT, ωB97M-V/def2-TZVPD

Computed properties:
Relative energy (zero: lowest compared OMol25 entry of this formula, charge and spin) in eV: 0.634
Gap between HOMO and LUMO in eV: 9.94
2S+1: 1
SMILES: Cn1c(=O)n(C)n(CO)c1=O

Geometry (Å):
C1 2.7526 1.3450 0.1658
N1 1.5103 0.6911 0.0784
C2 1.3892 -0.7262 0.0343
O1 2.2644 -1.4529 0.2537
N2 0.1168 -1.0488 -0.1503
C3 -0.5172 -2.3307 0.1192
N3 -0.6443 0.1941 -0.0620
C4 -1.9423 0.6161 -0.5797
O2 -2.7767 1.1861 0.3925
C5 0.2341 1.2344 0.0683
O3 -0.0388 2.4423 0.0849
H1 2.7945 2.0541 -0.7073
H2 2.9250 1.7686 1.0802
H3 3.5172 0.4938 -0.0632
H4 -0.4338 -2.9414 -0.7858
H5 0.0001 -2.8722 0.9828
H6 -1.5097 -2.1758 0.4856
H7 -2.5015 -0.3103 -0.9359
H8 -1.7356 1.5224 -1.2141
H9 -2.3659 2.0071 0.6136

Entry 8:
Molecular formula: C5H9N3OS
Method: DFT, ωB97M-V/def2-TZVPD

Computed properties:
Relative energy (zero: lowest compared OMol25 entry of this formula, charge and spin) in eV: 2.003
Gap between HOMO and LUMO in eV: 10.12
2S+1: 1

Geometry (Å):
C1 -3.3473 -0.8109 -0.6331
C2 -2.2520 -0.6272 0.1592
C3 0.9505 0.5157 -0.8306
C4 1.9176 -0.8853 1.0063
C5 0.6457 -0.3100 0.4491
N1 -4.3015 -0.0390 -0.2187
N2 -2.5312 0.3188 1.0858
N3 -3.7737 0.6725 0.8036
O1 -0.3654 -1.8642 -1.3478
S1 -0.5950 -1.7196 0.0805
H1 -3.2941 -1.5064 -1.4140
H2 1.1410 -0.0623 -1.7473
H3 0.3348 1.3431 -1.1244
H4 1.9392 0.9169 -0.5595
H5 2.3646 -1.6026 0.4033
H6 1.7322 -1.4628 1.8878
H7 2.5137 -0.0751 1.2417
H8 0.1932 0.3480 1.1540
H9 -4.2627 1.3844 1.3620

Entry 9:
Molecular formula: C5H9N3S2
Method: DFT, ωB97M-V/def2-TZVPD

Computed properties:
Relative energy (zero: lowest compared OMol25 entry of this formula, charge and spin) in eV: 2.717
Gap between HOMO and LUMO in eV: 6.39
2S+1: 1
SMILES: CNN(C)C=S.N#CC=S

Geometry (Å):
C1 0.8055 0.3440 1.8191
N1 0.5155 0.8831 0.4452
N2 -0.5806 1.8180 0.3212
C2 -1.9142 1.1097 0.4506
C3 -0.6168 3.0262 1.0442
S1 0.6324 3.9804 1.5764
H1 1.3866 1.2547 2.3892
H2 1.4608 -0.5064 1.7367
H3 -0.2868 0.0557 2.4073
H4 0.3811 0.0589 -0.2737
H5 -2.6379 2.0759 0.3499
H6 -2.1116 0.3691 -0.4405
H7 -2.1854 0.5043 1.4280
H8 -1.7340 3.3222 0.7980
N3 -0.3439 -4.7934 -2.5305
C4 0.6557 -4.2155 -2.6249
C5 1.8424 -3.4214 -2.9286
S2 2.4584 -2.1950 -2.0199
H9 2.2728 -3.6708 -3.9474

Entry 10:
Molecular formula: C5H9N4
Method: DFT, ωB97M-V/def2-TZVPD

Computed properties:
Relative energy (zero: lowest compared OMol25 entry of this formula, charge and spin) in eV: 1.610
Gap between HOMO and LUMO in eV: 8.78
2S+1: 1
Net charge: -1

Geometry (Å):
C1 -0.6353 -0.6833 -1.0087
C2 -0.3720 2.1062 0.3710
C3 1.2512 -1.5940 0.8558
C4 0.6163 0.9724 0.7978
C5 0.2143 -0.4745 0.7664
N1 -1.3449 0.2227 -1.6077
N2 -0.6536 -1.8427 -1.6406
N3 -1.6922 -0.3598 -2.7791
N4 -1.3617 -1.6081 -2.7446
H1 -1.0797 1.7309 -0.3543
H2 -1.0174 2.3174 1.3268
H3 0.0986 3.0892 0.0463
H4 1.8633 -1.9029 1.7137
H5 0.4947 -2.3933 0.5777
H6 1.9140 -1.4886 0.0423
H7 1.5033 1.2747 0.3382
H8 0.8414 1.1730 1.9109
H9 -0.6405 -0.5390 1.3881

Entry 11:
Molecular formula: C5H9N4
Method: DFT, ωB97M-V/def2-TZVPD

Computed properties:
Relative energy (zero: lowest compared OMol25 entry of this formula, charge and spin) in eV: 4.114
Gap between HOMO and LUMO in eV: 9.14
2S+1: 1
Net charge: +1

Geometry (Å):
C1 -2.7304 -0.1447 0.0489
C2 1.9190 -0.1663 0.0234
C3 0.0820 -0.6211 -0.0535
C4 -2.4543 1.2357 -0.3585
C5 3.3203 0.2357 0.1214
N1 -3.8185 -0.7252 0.2376
N2 -1.2206 -0.9146 0.2576
N3 1.2233 -1.3728 0.1997
N4 0.7767 0.5798 -0.0861
H1 -3.3261 1.9492 -0.2370
H2 -2.2042 1.2290 -1.5259
H3 -1.6915 1.7147 0.2381
H4 3.8723 -0.5396 -0.4725
H5 3.7682 -0.0074 1.0721
H6 3.4360 1.1934 -0.3733
H7 -1.2743 -1.8435 0.6703
H8 1.6306 -2.2196 0.0093
H9 -3.8230 -1.6225 0.7366

Entry 12:
Molecular formula: C5H9N4O3S
Method: DFT, ωB97M-V/def2-TZVPD

Computed properties:
Gap between HOMO and LUMO (spin up / spin down) in eV: 9.65 / 6.50
2S+1: 3
Net charge: +1

Geometry (Å):
C1 1.2184 -2.4704 0.3106
C2 -4.5624 0.5771 0.1735
C3 -0.7345 -0.0921 -0.7484
C4 0.3086 -0.1613 0.4100
C5 0.9610 1.2011 0.6221
N1 -1.8175 -0.9887 -0.5864
N2 1.3651 -1.1320 0.1721
N3 0.0880 -3.0407 0.4238
N4 -4.2940 -0.2539 -0.8875
O1 -5.3215 1.4540 0.3442
O2 -3.6089 0.0778 1.0600
O3 -1.0533 -2.8028 0.0014
S1 -3.1948 -1.1950 0.0498
H1 2.1018 -3.0720 0.4764
H2 -1.1270 0.9293 -0.7644
H3 -0.2462 -0.3011 -1.7052
H4 -0.2399 -0.4471 1.3186
H5 0.2188 1.9342 0.9252
H6 1.4376 1.5456 -0.2936
H7 1.7094 1.1448 1.4102
H8 2.3080 -0.7735 0.2535
H9 -4.8621 -0.3733 -1.7122

Entry 13:
Molecular formula: C5H9N4P
Method: DFT, ωB97M-V/def2-TZVPD

Computed properties:
Relative energy (zero: lowest compared OMol25 entry of this formula, charge and spin) in eV: 2.404
Gap between HOMO and LUMO (spin up / spin down) in eV: 7.72 / 6.11
2S+1: 1
SMILES: [H]/N=c1/c(N)c(N)ccp1N

Geometry (Å):
H1 -1.2819 -0.0935 -2.8726
N1 -1.8437 -0.4217 -1.9974
C1 -0.6284 -0.0394 -0.8572
C2 -0.8396 -0.5022 0.4235
N2 -1.9913 -1.2245 0.9394
C3 0.1496 -0.2638 1.4269
N3 -0.0983 -1.0273 2.6114
C4 1.4155 0.3890 1.1775
C5 1.8646 0.8057 -0.0223
P1 1.0061 0.3006 -1.4869
N4 0.7572 1.8657 -2.1362
H2 -2.8560 -0.6792 0.5229
H3 -1.9983 -2.1050 0.3356
H4 -0.7769 -1.6465 2.3061
H5 0.7514 -1.3742 3.0322
H6 1.9288 0.5219 2.1349
H7 2.7813 1.3602 -0.0893
H8 0.0117 1.7793 -2.9017
H9 1.6483 2.3548 -2.5468

Entry 14:
Molecular formula: C5H9N5
Method: DFT, ωB97M-V/def2-TZVPD

Computed properties:
Relative energy (zero: lowest compared OMol25 entry of this formula, charge and spin) in eV: 3.841
Gap between HOMO and LUMO in eV: 8.33
2S+1: 1
Net charge: +2

Geometry (Å):
C1 -2.7030 0.2855 -0.2191
C2 -1.9297 -0.8787 -0.3364
C3 -2.1069 1.4082 0.3285
C4 -0.7071 1.4132 0.3635
C5 -0.5262 -0.8701 -0.2103
N1 0.0679 -2.0863 -0.1049
N2 0.0819 0.3884 0.0970
N3 2.5503 1.0018 -0.5161
N4 1.2829 -2.3708 0.0717
N5 1.8874 0.3671 0.3202
H1 -3.8150 0.1032 -0.5306
H2 -2.4289 -1.8063 -0.6377
H3 -2.6527 2.3220 0.7393
H4 -0.2283 2.3375 0.7604
H5 2.9111 2.0138 -0.4847
H6 2.8415 0.5423 -1.2985
H7 1.5020 -3.4405 0.1790
H8 2.0249 -1.5673 0.2657
H9 1.9478 0.8369 1.2129